No. 1
# C14H6Cl4NO3STi

A molecular structure, C14H6Cl4NO3STi at a distorted geometry (ωB97M-V with the def2-TZVPD basis set, OMol25).

F_max	2.456	eV Å⁻¹
charge	0
expectation value of S²	0.784
energy	-106290.8504	eV
multiplicity	2
molar mass	457.95	u
LUMO (alpha / beta)	-0.021 / -0.043	Eh

Last column: Löwdin charge in e.
Positions of all 30 atoms, in Å:
C  3.61  0.64  2.13  -0.05
C  2.68  0.32  1.11  -0.13
H  3.49  1.75  -0.31  0.14
C  -4.76  0.25  -1.11  -0.68
H  2.52  -1.40  4.61  0.11
C  -2.00  0.61  -1.31  -0.41
C  -2.88  1.70  -1.36  -0.59
C  -3.93  -0.86  -1.03  -0.11
H  -4.32  -1.85  -0.89  0.11
O  1.94  0.73  -1.13  -0.13
C  2.55  -0.92  3.65  -0.09
Cl  4.67  0.46  4.60  0.67
O  -0.70  0.77  -1.41  -0.19
Cl  -6.46  0.03  -0.97  0.70
C  3.53  0.04  3.36  -0.67
Cl  -1.44  -1.98  -1.08  0.87
Ti  0.61  -0.40  -1.12  0.92
C  2.74  0.97  -0.14  -0.13
C  -2.56  -0.66  -1.14  -0.52
C  1.68  -0.66  1.40  -0.28
H  4.38  1.37  1.92  0.12
Cl  -2.19  3.26  -1.51  0.75
S  0.65  -1.08  -5.29  0.69
O  0.80  -1.04  0.48  -0.18
C  0.91  -1.25  -3.76  -0.95
H  0.87  -1.99  2.85  0.12
C  1.63  -1.25  2.67  0.00
N  1.14  -1.47  -2.60  -0.09
C  -4.25  1.53  -1.28  -0.11
H  -4.91  2.38  -1.35  0.11

No. 2
# C14H7AlN2O8S

A molecular structure, C14H7AlN2O8S at a distorted geometry (ωB97M-V with the def2-TZVPD basis set, OMol25).

F_max	1.041	eV Å⁻¹
charge	0
energy	-51429.2885	eV
molar mass	390.26	u
LUMO	-0.035	Eh

Last column: Löwdin charge in e.
Positions of all 33 atoms, in Å:
S  3.06  -3.32  -1.54  0.67
C  1.19  -6.79  -0.35  -0.06
H  -2.12  4.01  -1.40  0.15
O  -3.37  1.50  -0.55  0.14
N  0.08  1.59  -0.75  0.12
O  4.25  -3.18  -0.76  -0.27
C  2.03  -4.64  -0.90  -0.20
C  0.97  -2.58  -0.52  -0.41
C  2.20  -6.01  -0.91  -0.02
C  2.23  1.48  0.18  -0.46
C  0.06  -6.20  0.19  -0.06
C  -1.17  3.51  -1.27  0.11
C  -1.10  2.18  -0.92  -0.10
C  -2.21  1.26  -0.40  -0.47
H  0.85  5.89  -1.79  0.13
O  -1.69  0.24  0.25  0.05
O  -0.03  5.49  -1.76  0.11
O  -0.03  -1.83  -0.10  0.06
H  1.29  -7.86  -0.36  0.11
O  3.17  -3.41  -2.96  -0.28
C  -0.10  -4.82  0.20  0.01
H  -0.72  -6.83  0.61  0.11
O  3.35  1.84  0.35  0.15
C  0.91  -4.05  -0.36  -0.14
N  1.98  -2.10  -1.14  0.03
Al  0.06  -0.13  0.15  0.34
C  1.24  3.61  -0.98  0.10
H  2.16  4.18  -0.89  0.14
C  0.04  4.21  -1.37  -0.26
H  3.09  -6.46  -1.34  0.13
C  1.21  2.28  -0.64  -0.10
O  1.65  0.41  0.72  0.05
H  -0.98  -4.35  0.62  0.12

No. 3
# C14H7BrCoF5N6SSe

A molecular structure, C14H7BrCoF5N6SSe at a distorted geometry (ωB97M-V with the def2-TZVPD basis set, OMol25).

F_max	3.497	eV Å⁻¹
charge	-1
expectation value of S²	3.760
energy	-221010.0492	eV
multiplicity	4
molar mass	604.11	u
LUMO (alpha / beta)	0.097 / 0.097	Eh

Last column: Löwdin charge in e.
Positions of all 36 atoms, in Å:
N  -3.61  0.16  -1.77  0.14
N  -3.76  0.95  -0.67  -0.26
Br  3.74  1.89  4.48  0.68
F  3.59  -3.51  -1.04  0.12
Se  -0.19  0.92  -2.63  0.66
H  2.87  3.38  2.11  0.12
C  1.41  1.98  1.16  -0.15
C  2.26  -0.24  -1.66  -0.26
H  -2.62  0.18  -2.04  -0.01
C  0.65  0.80  1.18  -0.25
C  1.51  -2.81  -1.95  -0.18
F  -0.50  -2.13  -2.92  0.06
C  -4.52  2.27  0.65  -0.24
H  1.31  2.67  0.31  0.09
C  -2.26  -2.22  -0.16  -1.00
C  0.84  -0.09  2.25  -0.11
C  2.75  -2.56  -1.46  -0.15
H  -3.87  -0.78  -1.60  0.00
N  -1.49  -1.38  0.10  0.00
C  3.10  -1.26  -1.22  -0.15
S  -3.46  -3.11  -0.66  0.55
C  2.50  1.43  3.13  -0.74
H  2.00  -0.51  3.95  0.10
F  1.06  -4.05  -1.99  0.14
C  1.07  -0.46  -2.28  -0.55
F  4.35  -0.95  -0.87  0.12
N  -2.72  1.39  0.00  0.01
C  2.28  2.39  2.15  -0.15
N  -3.22  2.28  0.83  0.04
C  1.85  0.25  3.17  -0.17
F  2.82  1.00  -1.48  0.05
H  -5.11  2.97  1.31  0.12
C  0.69  -1.80  -2.37  -0.26
N  -4.87  1.45  -0.29  0.13
Co  -0.71  0.46  -0.17  0.45
H  0.27  -0.93  2.45  0.06

No. 4
# C14H7CoN2O7S

A molecular structure, C14H7CoN2O7S at a distorted geometry (ωB97M-V with the def2-TZVPD basis set, OMol25).

F_max	1.493	eV Å⁻¹
charge	0
expectation value of S²	6.012
energy	-80406.1350	eV
multiplicity	5
molar mass	406.22	u
LUMO (alpha / beta)	-0.023 / -0.101	Eh

Last column: Löwdin charge in e.
Positions of all 32 atoms, in Å:
O  0.99  -1.97  0.78  -0.07
S  3.42  0.15  -1.82  0.68
C  -0.66  -0.59  -3.41  0.04
H  7.38  -1.38  1.80  0.11
O  2.43  0.18  1.73  0.02
C  0.86  -2.86  -0.16  -0.53
N  2.45  0.41  -0.48  -0.08
H  -0.99  0.09  -4.18  0.13
C  -0.96  1.16  -1.47  -0.52
C  0.25  -2.24  -1.42  -0.16
C  0.17  -2.75  -2.70  0.03
O  3.65  1.37  -2.52  -0.26
O  -1.64  1.97  -2.04  0.14
C  7.00  -1.08  -0.28  -0.05
H  5.07  -0.70  2.50  0.13
C  6.65  -1.08  1.06  -0.05
C  4.83  -0.33  -0.85  -0.20
Co  0.71  -0.03  0.46  1.07
C  6.09  -0.70  -1.27  -0.02
O  2.91  -0.96  -2.56  -0.27
O  -0.52  1.24  -0.23  -0.08
H  -0.29  -2.24  -4.73  0.12
H  0.50  -3.77  -2.89  0.13
C  4.48  -0.30  0.49  -0.13
H  8.00  -1.37  -0.57  0.11
C  3.08  0.12  0.66  -0.51
C  -0.27  -1.90  -3.70  -0.01
O  1.12  -4.04  -0.11  0.12
C  5.37  -0.70  1.46  0.02
N  -0.14  -1.01  -1.17  0.08
C  -0.60  -0.18  -2.10  -0.15
H  6.35  -0.72  -2.32  0.13

No. 5
# C14H7F5IrN5S3

A molecular structure, C14H7F5IrN5S3 (ωB97M-V with the def2-TZVPD basis set, OMol25).

F_max	0.644	eV Å⁻¹
energy relative to the best compared isomer or geometry (same formula, charge and spin)	0.1447	eV
charge	+1
expectation value of S²	0.774
energy	-71007.0643	eV
multiplicity	2
molar mass	628.65	u
LUMO (alpha / beta)	-0.161 / -0.250	Eh

Last column: Löwdin charge in e.
Positions of all 35 atoms, in Å:
H  -1.27  3.96  -1.79  0.10
C  0.48  -3.24  3.28  -0.01
H  -0.93  0.67  2.87  0.15
S  0.32  -2.04  -2.41  0.67
C  -3.22  -2.79  -4.21  -0.13
C  -2.36  -1.58  -1.94  -0.20
H  -0.32  -1.46  4.20  0.13
C  -1.87  -2.72  -3.93  -0.23
C  -0.87  2.37  -0.58  -0.77
C  -4.15  -2.23  -3.35  -0.13
N  1.99  -0.13  -0.73  -0.15
C  0.77  -3.08  0.92  -0.09
N  -1.27  3.61  -0.85  0.11
S  4.42  0.67  -1.77  0.87
H  -1.58  4.20  -0.10  0.12
C  -0.53  0.14  2.01  -0.02
C  -0.06  -1.25  2.09  -0.23
C  0.00  -1.94  3.29  0.02
F  -1.95  -0.97  -0.75  -0.09
F  -1.00  -3.27  -4.78  0.11
H  1.03  -3.49  -0.05  0.09
H  0.54  -3.80  4.21  0.13
N  -0.89  1.99  0.69  0.02
H  1.24  -4.83  2.05  0.12
C  -1.40  -2.11  -2.77  -0.51
S  -0.39  1.38  -1.97  0.65
N  0.31  -1.83  0.92  -0.06
N  -0.47  0.72  0.87  -0.21
C  0.87  -3.82  2.09  -0.01
F  -5.44  -2.28  -3.63  0.16
C  -3.72  -1.61  -2.19  -0.14
C  3.01  0.23  -1.20  -0.81
F  -3.64  -3.37  -5.32  0.16
Ir  0.13  -0.45  -0.67  1.04
F  -4.58  -1.06  -1.34  0.15

Q: Which of these has the highest molar mass?
A: C14H7F5IrN5S3

Q: energy of number 4 (C14H7CoN2O7S)?
A: -80406.1350 eV

Q: What is the formula in the fourth record?
A: C14H7CoN2O7S

Q: F_max of number 2 (C14H7AlN2O8S)?
A: 1.041 eV Å⁻¹